Record 1
{"formula": "C41H67GeN4O11P5STi", "method": "ωB97M-V/def2-TZVPD", "total_energy_ha": -7680.784413, "species": ["Ti", "C", "C", "C", "P", "C", "N", "Ge", "N", "C", "P", "C", "C", "C", "C", "C", "C", "C", "C", "C", "C", "C", "C", "N", "C", "C", "C", "C", "C", "C", "C", "C", "C", "C", "C", "C", "N", "C", "P", "C", "C", "C", "C", "C", "C", "C", "C", "C", "H", "H", "H", "H", "H", "H", "H", "H", "H", "H", "H", "H", "H", "H", "H", "H", "H", "H", "H", "H", "H", "H", "H", "H", "H", "H", "H", "H", "H", "H", "H", "H", "H", "H", "H", "H", "H", "H", "H", "H", "H", "H", "H", "H", "H", "H", "H", "H", "H", "H", "H", "H", "H", "H", "H", "H", "H", "H", "H", "H", "O", "S", "O", "O", "O", "C", "C", "O", "P", "O", "O", "O", "P", "O", "O", "O", "H", "H", "H", "H", "H", "H", "H"], "coordinates": [[0.762, 0.067, 0.422], [4.662, 0.444, 1.477], [3.899, 1.162, 2.596], [4.027, 0.393, 3.909], [2.147, 1.497, 2.007], [1.064, 1.043, 3.478], [-0.301, 1.517, 3.375], [-1.298, 1.222, 1.506], [-3.044, 0.212, 1.569], [-3.141, -1.051, 0.882], [-2.069, -2.428, 1.556], [-2.708, -2.523, 3.324], [-1.585, -3.012, 4.245], [-4.005, -3.271, 3.613], [-2.777, -3.831, 0.492], [-2.563, -5.226, 1.089], [-4.226, -3.703, 0.014], [-3.908, 0.389, 2.623], [-4.996, -0.435, 2.937], [-5.747, -0.220, 4.082], [-5.433, 0.812, 4.948], [-4.405, 1.684, 4.612], [-3.687, 1.499, 3.448], [-2.736, 2.449, 2.932], [-1.962, 3.095, 3.969], [-2.372, 4.218, 4.663], [-1.612, 4.731, 5.705], [-0.459, 4.065, 6.079], [-0.017, 2.968, 5.361], [-0.717, 2.493, 4.237], [-3.426, 3.401, 2.079], [-4.553, 4.097, 2.473], [-5.044, 5.142, 1.701], [-4.369, 5.488, 0.543], [-3.301, 4.730, 0.095], [-2.851, 3.614, 0.820], [-1.913, 2.722, 0.374], [-1.565, 2.820, -1.029], [-1.262, 1.182, -1.840], [-0.312, 1.795, -3.401], [1.192, 2.060, -3.262], [-0.913, 3.043, -4.049], [-3.032, 0.855, -2.524], [-3.042, -0.578, -3.072], [-3.832, 1.762, -3.454], [2.223, 3.365, 1.960], [1.079, 3.931, 1.118], [2.298, 4.040, 3.323], [5.740, 0.501, 1.638], [4.440, 0.864, 0.493], [4.384, -0.606, 1.443], [4.357, 2.146, 2.729], [3.492, -0.556, 3.867], [3.656, 0.971, 4.755], [5.082, 0.178, 4.092], [1.550, 1.411, 4.379], [1.080, -0.052, 3.512], [-2.828, -0.909, -0.158], [-4.170, -1.398, 0.891], [-2.860, -1.464, 3.555], [-1.391, -4.080, 4.119], [-1.865, -2.841, 5.287], [-0.657, -2.469, 4.054], [-3.842, -4.348, 3.643], [-4.774, -3.057, 2.873], [-4.393, -2.966, 4.587], [-2.140, -3.743, -0.398], [-3.235, -5.394, 1.929], [-1.542, -5.393, 1.423], [-2.789, -5.979, 0.330], [-4.927, -3.614, 0.844], [-4.485, -4.606, -0.543], [-4.357, -2.858, -0.660], [-5.269, -1.259, 2.293], [-6.574, -0.883, 4.304], [-5.993, 0.958, 5.861], [-4.166, 2.509, 5.270], [-3.290, 4.717, 4.396], [-1.933, 5.623, 6.225], [0.117, 4.408, 6.929], [0.889, 2.481, 5.694], [-5.069, 3.820, 3.382], [-5.922, 5.687, 2.018], [-4.692, 6.347, -0.031], [-2.801, 5.024, -0.817], [-0.675, 3.441, -1.186], [-2.401, 3.261, -1.575], [-0.023, 0.756, -5.058], [1.380, 2.839, -2.524], [1.574, 2.396, -4.232], [1.745, 1.177, -2.965], [-0.654, 3.928, -3.469], [-1.991, 2.986, -4.131], [-0.494, 3.160, -5.052], [-3.555, 0.851, -1.553], [-2.691, -0.592, -4.103], [-4.047, -1.008, -3.045], [-2.368, -1.220, -2.498], [-3.470, 1.695, -4.479], [-3.826, 2.805, -3.131], [-4.877, 1.438, -3.459], [3.159, 3.555, 1.418], [0.146, 3.932, 1.686], [0.942, 3.316, 0.231], [1.292, 4.958, 0.813], [1.337, 3.995, 3.827], [2.564, 5.091, 3.199], [3.050, 3.578, 3.966], [-0.508, 0.636, -4.232], [0.567, -0.782, -1.995], [0.705, -1.950, -2.861], [0.072, -1.328, -0.645], [0.635, 1.220, -0.713], [1.970, -4.202, -1.074], [2.943, -3.226, -0.436], [4.164, -3.891, -0.111], [2.298, -2.612, 1.195], [3.466, -2.909, 2.214], [1.158, -3.584, 1.644], [1.870, -1.189, 1.438], [3.444, -1.785, -1.503], [3.310, -2.271, -3.001], [4.836, -1.483, -1.136], [2.414, -0.628, -1.269], [1.741, -5.006, -0.376], [2.438, -4.628, -1.960], [1.051, -3.697, -1.360], [4.886, -3.298, -0.404], [4.035, -3.640, 1.920], [0.273, -3.134, 1.543], [2.358, -2.299, -3.250]]}



Record 2
{"formula": "C41H68GeHfP3SeSiTe", "method": "ωB97M-V/def2-TZVPD", "total_energy_ha": -7710.722553, "total_charge": 1, "species": ["Hf", "C", "C", "C", "P", "C", "C", "C", "C", "C", "C", "C", "C", "C", "Si", "C", "C", "C", "C", "C", "C", "P", "C", "C", "C", "C", "C", "C", "C", "C", "C", "C", "C", "C", "P", "C", "C", "C", "C", "C", "C", "H", "H", "H", "H", "H", "H", "H", "H", "H", "H", "H", "H", "H", "H", "H", "H", "H", "H", "H", "H", "H", "H", "H", "H", "H", "H", "H", "H", "H", "H", "H", "H", "H", "H", "H", "H", "H", "H", "H", "H", "H", "H", "H", "H", "H", "H", "H", "H", "H", "H", "H", "H", "H", "H", "Te", "C", "Ge", "C", "C", "C", "Se", "C", "H", "H", "H", "H", "H", "H", "H", "H", "H", "H", "H", "H", "H", "H"], "coordinates": [[0.468, 0.180, -0.174], [1.302, 0.229, -3.992], [1.936, -1.025, -3.425], [3.306, -0.664, -2.828], [0.998, -1.893, -2.025], [1.662, -3.624, -2.395], [2.638, -4.114, -1.307], [0.578, -4.676, -2.618], [-0.759, -1.928, -2.625], [-0.957, -2.180, -3.986], [-2.228, -2.302, -4.532], [-3.338, -2.158, -3.712], [-3.157, -1.864, -2.367], [-1.881, -1.751, -1.793], [-1.741, -1.388, 0.089], [-2.904, 0.299, -0.134], [-4.175, 0.204, 0.472], [-5.178, 1.152, 0.335], [-4.958, 2.271, -0.453], [-3.741, 2.387, -1.095], [-2.723, 1.435, -0.943], [-1.180, 1.720, -1.887], [-1.768, 2.448, -3.479], [-0.613, 2.824, -4.416], [-2.680, 1.421, -4.162], [-0.424, 3.113, -0.888], [-1.102, 4.476, -0.930], [1.077, 3.240, -1.205], [-2.491, -1.743, 1.794], [-3.496, -2.690, 2.021], [-4.083, -2.824, 3.270], [-3.679, -2.003, 4.317], [-2.636, -1.107, 4.124], [-2.009, -0.996, 2.881], [-0.504, 0.037, 2.689], [0.698, -0.506, 4.018], [0.888, -2.025, 4.011], [0.424, -0.020, 5.442], [-1.022, 1.706, 3.314], [0.171, 2.656, 3.173], [-2.238, 2.253, 2.569], [1.965, 0.674, -4.741], [1.156, 0.976, -3.211], [0.338, 0.033, -4.460], [2.103, -1.735, -4.237], [3.193, 0.098, -2.055], [3.977, -0.273, -3.598], [3.798, -1.525, -2.364], [2.232, -3.491, -3.309], [2.132, -4.760, -0.595], [3.072, -3.293, -0.736], [3.452, -4.681, -1.766], [-0.161, -4.645, -1.818], [1.052, -5.662, -2.609], [0.064, -4.561, -3.570], [-0.097, -2.303, -4.637], [-2.349, -2.521, -5.587], [-4.338, -2.271, -4.118], [-4.033, -1.721, -1.740], [-4.416, -0.655, 1.082], [-6.129, 1.008, 0.837], [-5.720, 3.029, -0.583], [-3.592, 3.247, -1.738], [-2.321, 3.356, -3.252], [-0.037, 1.950, -4.711], [0.068, 3.553, -3.975], [-1.026, 3.271, -5.323], [-2.148, 0.480, -4.330], [-3.005, 1.807, -5.130], [-3.565, 1.198, -3.566], [-0.515, 2.743, 0.152], [-1.062, 4.903, -1.935], [-0.578, 5.161, -0.259], [-2.139, 4.432, -0.601], [1.240, 3.635, -2.208], [1.614, 2.280, -1.147], [1.557, 3.922, -0.500], [-3.837, -3.317, 1.201], [-4.871, -3.553, 3.425], [-4.163, -2.068, 5.284], [-2.320, -0.481, 4.951], [1.636, -0.059, 3.678], [-0.062, -2.548, 4.145], [1.553, -2.312, 4.833], [1.324, -2.371, 3.081], [-0.451, -0.508, 5.874], [0.302, 1.061, 5.520], [1.283, -0.292, 6.060], [-1.286, 1.605, 4.366], [0.448, 2.764, 2.118], [1.052, 2.300, 3.713], [-0.075, 3.650, 3.551], [-2.031, 2.391, 1.505], [-2.523, 3.224, 2.984], [-3.093, 1.583, 2.649], [0.139, -3.047, 0.560], [6.551, -0.315, 0.486], [6.010, -2.036, 1.223], [6.106, -3.373, -0.185], [7.191, -2.542, 2.686], [4.173, -1.974, 1.988], [2.911, -0.761, 1.119], [3.729, 0.959, 1.603], [7.537, -0.440, 0.032], [6.628, 0.452, 1.260], [5.859, 0.023, -0.290], [7.146, -3.460, -0.510], [5.503, -3.099, -1.043], [5.776, -4.349, 0.179], [8.210, -2.644, 2.303], [6.893, -3.501, 3.118], [7.197, -1.791, 3.479], [4.189, -1.679, 3.035], [3.700, -2.955, 1.919], [4.386, 1.316, 0.817], [4.297, 0.834, 2.526], [2.928, 1.667, 1.776]]}



Record 3
{"formula": "C41H68N8O9", "method": "ωB97M-V/def2-TZVPD", "total_energy_ha": -2717.690268, "total_charge": 1, "spin_multiplicity": 2, "species": ["C", "C", "O", "C", "O", "O", "H", "H", "H", "H", "C", "C", "O", "C", "O", "O", "H", "H", "H", "H", "C", "C", "O", "C", "O", "O", "H", "H", "H", "H", "C", "C", "C", "C", "N", "H", "H", "H", "H", "H", "H", "H", "C", "C", "C", "C", "N", "H", "H", "H", "H", "H", "H", "H", "C", "C", "C", "C", "N", "H", "H", "H", "H", "H", "H", "H", "C", "C", "C", "C", "N", "H", "H", "H", "H", "H", "H", "H", "C", "C", "C", "C", "N", "H", "H", "H", "H", "H", "H", "H", "C", "C", "C", "C", "N", "H", "H", "H", "H", "H", "H", "H", "C", "C", "C", "C", "N", "H", "H", "H", "H", "H", "H", "H", "C", "C", "C", "C", "N", "H", "H", "H", "H", "H", "H", "H"], "coordinates": [[1.682, -4.664, -1.044], [2.964, -3.916, -0.813], [3.703, -4.172, -1.981], [2.956, -4.607, -2.917], [3.410, -4.729, -4.053], [1.653, -4.893, -2.410], [0.698, -4.320, -0.726], [1.927, -5.644, -0.636], [3.373, -4.331, 0.109], [2.786, -2.847, -0.696], [2.259, 0.704, 5.073], [3.631, 0.317, 5.565], [4.158, 1.589, 5.959], [3.587, 2.524, 5.327], [4.139, 3.626, 5.072], [2.517, 2.109, 4.761], [1.566, 0.715, 5.915], [1.905, 0.054, 4.273], [4.284, -0.046, 4.772], [3.679, -0.398, 6.387], [0.489, 4.141, 2.733], [1.090, 3.106, 1.772], [1.895, 3.784, 0.874], [1.912, 5.073, 1.200], [2.606, 5.885, 0.597], [1.214, 5.261, 2.352], [0.835, 3.800, 3.708], [-0.599, 4.198, 2.746], [0.339, 2.560, 1.202], [1.640, 2.393, 2.385], [0.463, -0.553, -6.418], [1.726, -0.954, -5.573], [1.372, -0.851, -4.065], [0.492, -1.877, -3.487], [-0.156, -2.720, -3.084], [0.400, 0.517, -6.219], [-0.463, -1.101, -6.250], [0.648, -0.600, -7.491], [2.615, -0.331, -5.674], [2.008, -1.967, -5.861], [1.051, 0.152, -3.785], [2.295, -0.948, -3.493], [-6.100, 2.805, -1.671], [-5.182, 2.692, -0.439], [-3.677, 2.872, -0.704], [-2.804, 2.798, 0.513], [-2.094, 2.755, 1.454], [-5.557, 3.077, -2.576], [-6.908, 3.509, -1.476], [-6.442, 1.817, -1.981], [-5.528, 1.715, -0.101], [-5.568, 3.185, 0.453], [-3.391, 3.840, -1.115], [-3.322, 2.136, -1.425], [2.981, 4.392, -3.571], [2.726, 3.212, -2.558], [1.262, 2.915, -2.476], [0.291, 3.955, -2.427], [-0.538, 4.808, -2.355], [2.573, 4.082, -4.533], [4.050, 4.440, -3.782], [2.500, 5.330, -3.295], [3.117, 3.571, -1.606], [3.252, 2.295, -2.821], [1.155, 2.096, -1.765], [1.016, 2.481, -3.445], [3.219, -4.669, 6.042], [1.940, -4.115, 5.404], [1.277, -5.210, 4.443], [0.448, -4.605, 3.349], [-0.233, -4.197, 2.479], [3.936, -4.884, 5.251], [3.091, -5.613, 6.571], [3.689, -4.010, 6.772], [2.184, -3.198, 4.869], [1.295, -3.793, 6.221], [0.519, -5.906, 4.803], [2.056, -5.822, 3.990], [-4.224, -2.474, -6.532], [-3.046, -1.835, -5.831], [-3.504, -1.187, -4.553], [-2.474, -0.356, -3.874], [-1.765, 0.420, -3.303], [-3.978, -2.973, -7.469], [-4.970, -1.716, -6.771], [-4.799, -3.142, -5.891], [-2.747, -1.080, -6.559], [-2.134, -2.428, -5.756], [-3.874, -1.868, -3.786], [-4.391, -0.608, -4.813], [-5.737, -1.697, 3.996], [-5.672, -0.726, 2.896], [-6.377, -1.194, 1.661], [-7.841, -1.320, 1.748], [-9.012, -1.451, 1.859], [-5.205, -2.612, 3.735], [-6.612, -2.278, 4.290], [-5.116, -1.251, 4.773], [-4.660, -0.388, 2.672], [-6.121, 0.179, 3.304], [-6.027, -2.202, 1.438], [-6.296, -0.490, 0.833], [-2.280, -1.304, 1.257], [-1.328, -1.446, 0.077], [-0.398, -0.253, -0.054], [0.732, -0.245, 0.881], [1.669, -0.322, 1.619], [-2.922, -2.179, 1.359], [-2.984, -0.473, 1.199], [-1.808, -1.377, 2.237], [-1.978, -1.357, -0.793], [-0.801, -2.392, 0.199], [-0.995, 0.657, -0.109], [-0.011, -0.438, -1.056], [5.209, 3.617, 1.979], [5.027, 2.892, 0.658], [4.568, 1.503, 1.033], [4.019, 0.780, -0.125], [3.603, 0.181, -1.028], [6.169, 3.448, 2.467], [4.443, 3.377, 2.715], [5.094, 4.647, 1.640], [5.979, 2.790, 0.136], [4.260, 3.409, 0.083], [3.852, 1.461, 1.854], [5.480, 0.911, 1.111]]}